{
  "formula": "C9H12N3O",
  "method": "ωB97M-V/def2-TZVPD",
  "homo_ev": [-10.43, -13.70],
  "lumo_ev": [-3.93, -6.99],
  "energy_ha": -589.18747,
  "multiplicity": 3,
  "relative_energy_kj_mol": 215.9,
  "charge": 1,
  "elements": ["O", "N", "N", "N", "C", "C", "C", "C", "C", "C", "C", "C", "C", "H", "H", "H", "H", "H", "H", "H", "H", "H", "H", "H", "H"],
  "positions_angstrom": [[-0.45004, -1.04722, -1.30250], [-2.74274, -0.34881, 0.83112], [-1.52303, 0.32907, 0.94395], [-0.23630, 1.60141, -0.68345], [1.95158, 2.30840, -0.24953], [0.55043, -1.18846, -0.68279], [1.28508, -2.51181, -0.60424], [-2.61826, 1.02325, -1.11876], [1.21511, -0.14623, 0.18360], [-0.99913, 0.48052, 2.08623], [1.01749, 1.29571, -0.20397], [-3.47866, 0.15734, -0.12244], [-1.33583, 1.07813, -0.39782], [-2.26857, 0.35706, -1.91787], [0.42250, -3.18282, -0.34403], [-0.14805, 1.19347, 2.20430], [-1.43440, 0.03414, 2.92896], [-4.55400, -0.10825, -0.22442], [-3.01821, 1.92774, -1.53690], [2.90885, 2.20137, 0.13271], [0.87274, -0.38650, 1.24975], [1.60713, 3.28478, -0.68836], [2.26820, -0.31910, 0.27024], [1.68906, -2.61174, -1.63988], [2.11241, -2.56456, 0.15458]],
  "atomic_forces_ev_per_a": [[-1.1, 0.2, -0.9], [-2.1, 1.2, -0.3], [-2.9, 1.2, -7.3], [4.1, 1.5, 0.4], [-1.5, 1.8, -1.0], [2.1, -0.9, 1.2], [-0.7, 0.0, 0.0], [0.0, -2.1, 1.1], [0.3, 1.4, 1.2], [3.5, 1.8, 2.9], [-3.5, -1.2, -1.0], [2.0, -0.3, 0.0], [-1.9, -1.7, 4.5], [-0.9, -0.2, -0.5], [1.3, -0.2, -0.6], [-1.0, -0.7, -0.1], [-0.6, -0.6, 0.9], [1.2, 0.0, -0.1], [0.0, 0.5, 0.1], [1.7, -0.2, 0.5], [0.1, 0.4, -1.2], [0.6, -1.1, 0.6], [0.7, -0.3, -0.3], [-0.3, -0.7, 0.8], [-1.0, 0.1, -0.8]],
  "mulliken_charge": [-0.481, -0.901, 0.798, -0.313, -1.000, 0.806, -1.114, -0.675, -0.872, -0.596, 0.534, -0.087, 0.376, 0.276, 0.329, 0.366, 0.353, 0.407, 0.439, 0.391, 0.413, 0.313, 0.567, 0.327, 0.344]
}

{
  "formula": "C9H12N3O2",
  "method": "ωB97M-V/def2-TZVPD",
  "homo_ev": [-12.96, -12.96],
  "lumo_ev": [-5.85, -5.86],
  "energy_ha": -664.49228,
  "relative_energy_kj_mol": 281.7,
  "charge": 1,
  "elements": ["O", "O", "N", "N", "N", "C", "C", "C", "C", "C", "C", "C", "C", "C", "H", "H", "H", "H", "H", "H", "H", "H", "H", "H", "H", "H"],
  "positions_angstrom": [[2.16077, -0.67497, 0.45832], [0.52665, -2.46034, -2.98078], [0.10914, -1.88201, -1.98964], [0.48579, -0.65538, -1.50292], [1.07334, -2.75422, 0.53923], [1.68367, -1.72346, 0.51114], [0.14821, 1.07537, 0.27392], [1.44144, 0.01318, -2.30231], [-0.61191, 1.49274, 1.35071], [-2.11336, -0.30153, 1.14586], [-0.27460, 2.88552, 1.87812], [-1.72046, 0.82598, 1.79326], [-0.24089, -0.12955, -0.42348], [-1.47638, -0.72383, 0.05330], [-0.77693, 3.19691, 2.84052], [0.88546, 3.08145, 1.94229], [-3.06257, -0.85292, 1.36022], [-0.77342, -2.22962, -1.54826], [1.53499, -0.47240, -3.42874], [-1.93373, -1.58939, -0.45877], [2.47592, -0.09143, -1.94844], [1.11878, 1.13744, -2.40674], [1.14206, -3.66986, 0.86988], [-0.65541, 3.63775, 1.22678], [-2.19979, 1.26937, 2.72262], [1.05324, 1.59523, 0.02390]],
  "atomic_forces_ev_per_a": [[1.1, 0.6, 0.0], [0.0, 1.3, 1.7], [-0.5, 1.5, -0.2], [-1.4, -3.5, -2.3], [-0.4, 1.5, -0.9], [0.2, -1.8, 1.3], [-0.5, -2.6, -1.4], [1.3, 1.9, -3.8], [0.8, 2.3, -0.1], [-2.9, -0.8, 0.9], [1.7, 0.3, 1.6], [-0.3, 1.3, 2.5], [-2.5, 1.9, 2.4], [2.7, -1.3, -3.3], [0.8, -0.9, -0.7], [-2.3, -0.5, 0.1], [1.0, 0.7, 0.3], [0.9, 0.0, 0.2], [-0.8, 1.2, 2.9], [0.3, 0.5, 0.3], [-0.5, 0.3, 0.3], [0.8, -2.2, 0.3], [0.4, -1.2, 0.6], [-0.2, 0.4, -1.0], [0.2, -0.9, -1.4], [0.2, 0.2, -0.2]],
  "mulliken_charge": [-0.395, -0.500, 0.458, 0.229, -0.439, 0.734, -0.112, -0.826, 0.802, -0.893, -1.549, -0.431, 0.913, -0.853, 0.357, 0.298, 0.345, 0.172, 0.312, 0.247, 0.353, 0.350, 0.244, 0.378, 0.317, 0.487]
}

{
  "formula": "C9H12N3S",
  "method": "ωB97M-V/def2-TZVPD",
  "homo_ev": -12.48,
  "lumo_ev": -3.67,
  "energy_ha": -912.26755,
  "relative_energy_kj_mol": 215.0,
  "charge": 1,
  "elements": ["S", "N", "N", "N", "C", "C", "C", "C", "C", "C", "C", "C", "C", "H", "H", "H", "H", "H", "H", "H", "H", "H", "H", "H", "H"],
  "positions_angstrom": [[1.29915, 2.65275, -1.44502], [-0.10289, 0.39783, 2.81002], [1.99871, -0.68220, -0.07232], [-0.90256, -0.33904, 3.55573], [-0.19839, -1.55121, 1.80941], [-1.02310, 2.05254, -2.37538], [-1.83615, 0.12903, -0.85609], [1.28456, 0.29353, 0.78086], [-0.97100, -1.52149, 2.97796], [0.36424, 1.41298, -0.72726], [0.36187, -0.28209, 1.72612], [-0.84263, 1.15683, -1.27764], [0.02251, 2.89104, -2.57893], [-1.55799, -2.30644, 3.40868], [2.70101, -1.21813, 0.46180], [2.46552, -0.18354, -0.84381], [-1.88813, 0.05739, 0.22726], [-1.90942, 2.05370, -2.98354], [-1.57429, -0.85351, -1.25266], [0.07648, 1.35781, 3.06404], [-2.82107, 0.38694, -1.23530], [1.31359, -1.34339, -0.46143], [0.12954, 3.65242, -3.32621], [-0.07828, -2.38411, 1.14439], [1.94309, 1.06285, 1.16600]],
  "atomic_forces_ev_per_a": [[-0.4, -0.2, -0.1], [0.4, 0.0, -0.6], [0.3, -0.3, 0.2], [-0.5, 0.1, 0.7], [0.4, 0.4, -0.1], [0.1, 0.1, 0.0], [-0.1, -0.1, 0.1], [-1.9, 3.2, -3.3], [0.1, 0.2, -0.1], [2.0, -2.3, 3.2], [-0.3, -0.8, 0.4], [0.2, 0.2, -0.1], [0.2, 0.1, 0.0], [-0.1, -0.1, 0.1], [-0.2, 0.0, -0.2], [-0.2, -0.2, 0.2], [-0.1, 0.0, 0.0], [-0.2, 0.1, -0.1], [-0.1, -0.1, 0.0], [0.0, -0.1, 0.0], [-0.1, 0.0, 0.0], [0.3, 0.2, -0.1], [0.0, 0.2, -0.2], [0.0, -0.2, -0.2], [0.3, -0.2, 0.0]],
  "mulliken_charge": [-0.128, 0.287, -0.167, -0.829, -0.025, -0.728, -1.221, -0.388, -0.735, 0.305, 0.099, 0.518, -0.461, 0.487, 0.374, 0.420, 0.290, 0.412, 0.264, 0.219, 0.407, 0.357, 0.449, 0.328, 0.466]
}

{
  "formula": "C9H12N4",
  "method": "ωB97M-V/def2-TZVPD",
  "homo_ev": -8.04,
  "lumo_ev": 0.76,
  "energy_ha": -569.03687,
  "smiles": "c1cnnc(N2C[C@@H]3C[C@H]2CN3)c1",
  "relative_energy_kj_mol": 348.2,
  "elements": ["N", "N", "N", "N", "C", "C", "C", "C", "C", "C", "C", "C", "C", "H", "H", "H", "H", "H", "H", "H", "H", "H", "H", "H", "H"],
  "positions_angstrom": [[0.09955, -0.42883, 0.47541], [-1.86206, -1.28464, -0.39559], [2.40717, 0.05535, -1.09475], [-3.14854, -1.24037, -0.25031], [0.93082, 0.75030, 0.44606], [2.27389, -0.91423, -0.07828], [-3.21730, 1.06771, 0.01058], [0.92351, -1.62595, 0.07574], [1.42605, 1.09437, -0.85329], [2.24535, 0.11669, 1.13929], [-1.83955, 0.96165, 0.03534], [-1.12639, -0.21837, 0.02864], [-3.88191, -0.18007, 0.00786], [-3.92263, 1.89974, 0.33944], [0.41379, 1.49304, 1.12190], [0.53805, 1.12617, -1.58212], [0.43833, -1.90265, -0.79969], [-1.21806, 1.88483, 0.17961], [1.94305, -0.45077, 2.08627], [2.45088, -0.40547, -2.06071], [2.03595, 2.06503, -0.89269], [0.76476, -2.48092, 0.70198], [-4.92428, -0.44134, 0.03748], [3.24119, 0.75277, 1.22802], [3.00836, -1.69405, 0.09384]],
  "atomic_forces_ev_per_a": [[1.3, 0.1, -0.3], [1.2, -0.3, 1.3], [0.8, -2.4, -3.9], [-1.0, -1.8, -1.2], [1.0, 0.3, 6.1], [0.5, -0.8, 3.6], [-2.1, -1.0, 1.7], [-1.1, 2.4, -0.1], [0.2, 2.3, -3.4], [-0.2, -0.8, 0.1], [1.0, 4.0, 0.7], [-3.8, -1.8, -1.0], [1.8, 0.6, -0.6], [1.8, -0.4, -1.1], [1.0, -0.3, -1.1], [1.4, 0.1, 0.6], [-0.1, -0.9, -2.3], [-1.1, -0.7, -0.2], [0.6, 1.2, -1.1], [-0.4, 1.3, 1.7], [-1.5, -0.9, 0.1], [0.5, -0.2, 1.0], [-0.4, 0.7, 0.3], [-2.4, -1.3, -0.2], [0.9, 0.4, -0.8]],
  "mulliken_charge": [0.096, -0.072, -0.385, -0.772, -0.656, -0.513, -0.793, -0.752, -0.508, -0.624, -0.138, 0.861, -0.167, 0.273, 0.577, 0.310, 0.469, 0.166, 0.342, 0.286, 0.329, 0.426, 0.470, 0.290, 0.488]
}

{
  "formula": "C9H12N4O",
  "method": "ωB97M-V/def2-TZVPD",
  "homo_ev": -8.49,
  "lumo_ev": 0.23,
  "energy_ha": -644.39268,
  "smiles": "OC(Cn1ccnc1)Cn1ccnc1",
  "relative_energy_kj_mol": 48.6,
  "elements": ["O", "N", "N", "N", "N", "C", "C", "C", "C", "C", "C", "C", "C", "C", "H", "H", "H", "H", "H", "H", "H", "H", "H", "H", "H", "H"],
  "positions_angstrom": [[-0.24996, -1.28168, 1.99123], [2.15864, 1.37131, -1.61258], [-1.50038, 0.24318, 0.07168], [-1.82112, 2.30897, 0.88626], [1.47396, -0.34665, -0.38097], [-1.47214, -1.21983, -0.05365], [-1.53588, 2.38596, -0.46695], [1.78281, 0.13277, -1.61410], [-1.82006, 1.05028, 1.15236], [1.69644, 0.71409, 0.51959], [2.04643, 1.75781, -0.28092], [1.03063, -1.71299, -0.08993], [-0.28655, -1.83292, 0.64231], [-1.28069, 1.12669, -0.99133], [1.70776, -0.52053, -2.48078], [-0.50102, -2.91212, 0.76477], [1.07040, -2.32461, -0.98530], [-1.91364, 0.58530, 2.12642], [-2.43945, -1.56779, 0.27972], [0.40730, -1.83472, 2.46191], [-1.37575, -1.44082, -1.13440], [1.82530, -2.10833, 0.56250], [2.15899, 2.80584, -0.01561], [-1.09004, 0.70231, -1.97491], [-1.44524, 3.34901, -0.92057], [1.37326, 0.56947, 1.54325]],
  "atomic_forces_ev_per_a": [[0.9, -0.9, -0.6], [-0.3, 0.5, 0.7], [0.1, 1.2, -0.6], [-0.1, 0.4, -0.9], [0.0, 0.2, 0.1], [0.1, 1.3, -0.7], [0.6, -1.0, -0.1], [-0.1, -0.9, -0.2], [0.5, -2.1, 0.4], [-1.0, -1.0, -0.8], [0.3, 0.5, -0.2], [1.4, 0.8, 1.0], [-0.7, -0.6, 1.3], [-0.9, 0.2, 1.0], [0.1, 0.2, 0.1], [0.1, 0.2, -0.3], [-0.2, 0.2, -0.3], [-0.2, 0.2, -0.1], [0.0, -0.5, 0.3], [-0.6, 0.6, -0.1], [-0.2, 0.1, 0.5], [-0.3, -0.3, 0.0], [0.2, -0.4, 0.1], [0.1, 0.5, 0.3], [0.0, 0.2, -0.4], [0.3, 0.4, -0.2]],
  "mulliken_charge": [-0.547, -0.638, 0.227, -0.630, 0.303, -0.910, -0.639, 0.000, -0.048, -0.268, -0.556, -1.004, 0.246, -0.199, 0.365, 0.410, 0.410, 0.404, 0.383, 0.360, 0.312, 0.365, 0.402, 0.380, 0.429, 0.443]
}

{
  "formula": "C9H12N4O",
  "method": "ωB97M-V/def2-TZVPD",
  "homo_ev": -8.41,
  "lumo_ev": -1.64,
  "energy_ha": -644.20036,
  "relative_energy_kj_mol": 553.6,
  "elements": ["O", "N", "N", "N", "N", "C", "C", "C", "C", "C", "C", "C", "C", "C", "H", "H", "H", "H", "H", "H", "H", "H", "H", "H", "H", "H"],
  "positions_angstrom": [[-0.81082, 2.79686, 0.24880], [-0.37491, -2.69362, -0.92694], [-0.38506, -0.59226, -1.48567], [0.13654, -1.48207, -0.76819], [1.82901, 0.28046, 0.20747], [-0.57022, 0.81796, 1.60434], [0.09853, -0.27880, 1.90226], [0.08108, 1.90517, 0.79490], [2.15123, -1.79384, 1.50800], [-1.18111, 2.48613, -1.07048], [1.11590, 1.32665, -0.09137], [-1.29639, -1.18826, -2.24461], [-1.38796, -2.52320, -1.80870], [1.35134, -0.57986, 1.15925], [-1.22560, 1.48076, -1.22745], [1.54278, -2.65244, 1.01683], [0.70039, 2.40390, 1.59746], [1.55306, 2.11836, -0.78096], [2.19687, -1.87970, 2.69945], [3.05066, -1.73774, 1.05703], [-2.17578, -3.18801, -2.11810], [-1.85650, -0.52951, -2.86412], [-0.34675, -1.11220, 2.51436], [-0.56411, 2.79091, -1.85690], [-2.21389, 2.79263, -1.28049], [-1.41830, 1.03173, 2.21387]],
  "atomic_forces_ev_per_a": [[0.2, 1.1, -0.1], [-1.0, 0.0, 0.4], [0.6, 1.4, -0.5], [1.8, -1.7, 1.9], [-0.1, 0.4, 0.0], [0.5, 0.8, 0.7], [0.9, -2.5, -0.5], [-0.4, -1.3, 1.2], [-4.2, -0.7, 2.6], [-2.3, 0.9, 0.2], [1.9, 1.2, 0.1], [-1.1, -0.2, 0.6], [0.5, 1.5, -0.9], [-1.7, -0.2, -0.8], [-0.1, -3.1, 0.0], [1.0, 1.1, 1.2], [-0.4, 0.2, -0.8], [-0.5, -1.5, 0.3], [0.0, -0.1, -2.7], [3.1, 0.1, -1.2], [0.5, -0.7, 0.1], [-0.7, -0.2, -0.7], [0.7, 1.1, -0.5], [1.4, 1.4, -0.9], [0.3, 0.6, 0.4], [-0.9, 0.4, -0.2]],
  "mulliken_charge": [-0.457, -0.954, -0.424, 0.466, -0.526, -0.714, -0.439, 0.500, -1.389, -0.789, -0.222, -0.247, -0.397, 1.325, 0.245, 0.302, 0.354, 0.311, 0.324, 0.446, 0.375, 0.395, 0.335, 0.383, 0.366, 0.432]
}